1.
Here is C5H7NS in the gas phase from the OMol25 dataset. Energies are from ωB97M-V/def2-TZVPD.

The geometry in ORCA input format:
```
! wB97M-V def2-TZVPD RIJCOSX def2/J DEFGRID3
* xyz 0 1
S -2.176 -0.213 -0.105
N 0.029 1.551 -0.063
C -0.453 -2.269 0.763
C -1.408 1.558 -0.081
C 0.656 0.535 0.077
C -0.731 -1.070 0.330
C 1.983 0.368 -0.528
H -1.325 -2.858 1.094
H 0.501 -2.632 0.884
H -1.957 2.081 0.716
H -1.650 1.922 -1.058
H 1.625 -0.047 -1.487
H 2.511 -0.291 0.083
H 2.395 1.366 -0.623
*
```

**HOMO level**: -8.19 eV
**E_LUMO**: 0.85 eV
**Kohn-Sham gap**: 9.0 eV

These are the Mulliken partial charges, in e, on atoms 1 to 6: -0.1570, -0.4349, -0.6385, -0.3661, 0.3677, 0.1769

2.
Here is C5H7NS in the gas phase from the OMol25 dataset. Energies are from ωB97M-V/def2-TZVPD.

The geometry in ORCA input format:
```
! wB97M-V def2-TZVPD RIJCOSX def2/J DEFGRID3
* xyz 0 1
S 2.912 -0.293 -0.101
N -1.067 -0.450 -0.601
C 1.319 -0.112 -0.205
C 0.278 -1.150 -0.522
C 0.577 1.150 0.179
C -0.762 -1.305 0.538
C -0.846 0.968 -0.301
H -1.607 1.269 0.438
H 0.472 -1.848 -1.352
H 1.112 2.017 -0.264
H -1.048 1.540 -1.199
H -0.638 -0.819 1.506
H 0.567 1.284 1.258
H -1.268 -2.251 0.626
*
```

**SMILES**: S=C1CCN2C[C@H]12
**HOMO level**: -8.63 eV
**E_LUMO**: -0.12 eV
**Kohn-Sham gap**: 8.5 eV

These are the Mulliken partial charges, in e, on atoms 1 to 6: -0.2823, -0.3985, 0.0865, -0.0622, -0.4986, -0.3072

3.
Here is C5H7NS in the gas phase from the OMol25 dataset. Energies are from ωB97M-V/def2-TZVPD.

The geometry in ORCA input format:
```
! wB97M-V def2-TZVPD RIJCOSX def2/J DEFGRID3
* xyz 0 1
S -0.557 -2.033 1.301
N -0.100 0.621 -1.333
C 0.503 -0.711 -1.134
C -0.735 -1.033 -0.244
C 0.539 1.810 1.786
C -0.872 0.567 -0.106
C -0.208 1.072 1.083
H 0.751 -1.332 1.536
H 1.607 -0.766 -0.669
H 0.536 1.316 -1.357
H 0.559 -1.397 -2.005
H -1.492 -1.635 -0.888
H 1.358 2.509 2.227
H -1.889 1.012 -0.198
*
```

**SMILES**: C#C[C@H]1NC[C@H]1S
**HOMO level**: -9.11 eV
**E_LUMO**: 0.84 eV
**Kohn-Sham gap**: 9.9 eV

These are the Mulliken partial charges, in e, on atoms 1 to 6: -0.2141, -0.4244, -0.4273, -0.3596, -0.0968, 0.4435

The relative energies come out as 1 41.9; 2 0.0; 3 61.7, with values in kcal/mol.

1.
Here is C5H7NS in the gas phase from the OMol25 dataset. Energies are from ωB97M-V/def2-TZVPD.

The geometry in ORCA input format:
```
! wB97M-V def2-TZVPD RIJCOSX def2/J DEFGRID3
* xyz 0 1
S 2.293 -0.328 -0.455
N -1.649 -0.672 0.159
C -0.394 -1.154 -0.411
C -0.039 1.278 -0.181
C 0.833 -0.942 0.424
C -0.922 0.194 -0.771
C 1.060 0.523 0.567
H -1.510 -0.367 1.124
H 0.373 1.908 -0.936
H -1.437 0.379 -1.725
H 1.426 0.890 1.500
H -0.623 1.919 0.522
H 1.035 -1.607 1.248
H -0.445 -2.022 -1.066
*
```

**SMILES**: C1[C@@H]2N[C@@H]2[C@H]2S[C@@H]12
**HOMO level**: -8.95 eV
**E_LUMO**: 0.97 eV
**Kohn-Sham gap**: 9.9 eV

These are the Mulliken partial charges, in e, on atoms 1 to 6: -0.1708, -0.6083, -0.1695, -0.8888, -0.3717, -0.1057

2.
Here is C5H7NS in the gas phase from the OMol25 dataset. Energies are from ωB97M-V/def2-TZVPD.

The geometry in ORCA input format:
```
! wB97M-V def2-TZVPD RIJCOSX def2/J DEFGRID3
* xyz 0 1
S 2.642 -0.210 0.142
N 1.416 2.329 0.016
C -0.282 0.023 -0.036
C 0.050 -1.222 -0.111
C 1.440 -1.634 0.027
C -1.437 0.914 -0.116
C 1.500 1.091 -0.007
H 1.660 -2.419 -0.749
H 1.429 -2.159 0.957
H 2.300 2.906 0.017
H -1.020 1.927 0.148
H -0.666 -2.147 -0.022
H -2.313 0.560 0.374
H -1.856 1.103 -1.031
*
```

**HOMO level**: -8.69 eV
**E_LUMO**: 0.89 eV
**Kohn-Sham gap**: 9.6 eV

These are the Mulliken partial charges, in e, on atoms 1 to 6: -0.1636, -0.5693, 0.2262, -0.2545, -0.5056, -1.2235

3.
Here is C5H7NS in the gas phase from the OMol25 dataset. Energies are from ωB97M-V/def2-TZVPD.

The geometry in ORCA input format:
```
! wB97M-V def2-TZVPD RIJCOSX def2/J DEFGRID3
* xyz 0 1
S -0.035 2.902 0.122
N -0.435 -1.253 1.195
C -1.077 0.444 -0.619
C -0.756 -1.013 -0.217
C 1.264 0.358 0.069
C 0.684 -1.007 0.215
C 0.104 1.323 -0.153
H -1.128 0.565 -1.680
H -1.218 -1.827 -0.747
H 1.444 -1.845 0.153
H -2.035 0.723 -0.237
H 1.938 0.387 -0.818
H -0.570 -0.439 1.762
H 1.820 0.682 0.956
*
```

**SMILES**: S=C1C[C@@H]2N[C@@H]2C1
**HOMO level**: -8.75 eV
**E_LUMO**: -0.20 eV
**Kohn-Sham gap**: 8.5 eV

These are the Mulliken partial charges, in e, on atoms 1 to 6: -0.2633, -0.5759, -0.7482, -0.1186, -0.4951, -0.1968

The relative energies come out as 1 0.0; 2 41.4; 3 5.5, with values in kcal/mol.

1.
Here is 2 unconnected molecules or ions with the total composition C2H5N2O from the OMol25 dataset. Energies are from ωB97M-V/def2-TZVPD.

The geometry in ORCA input format:
```
! wB97M-V def2-TZVPD RIJCOSX def2/J DEFGRID3
* xyz 1 1
O -2.149 0.704 0.147
N 1.209 0.107 -0.111
N 0.216 -0.455 -0.044
C -1.785 -0.559 0.166
C 2.391 0.344 0.205
H -2.132 1.136 -0.714
H 3.197 0.301 -0.545
H 2.522 0.790 1.188
H -1.711 -1.139 1.052
H -1.778 -1.157 -0.635
*
```

**HOMO level**: -13.79 eV
**E_LUMO**: -5.27 eV
**Kohn-Sham gap**: 8.5 eV

These are the Mulliken partial charges, in e, on atoms 1 to 6: -0.3292, 0.3579, -0.4168, 0.1225, -0.2735, 0.3988

2.
Here is a gas-phase ion, C2H5N2O (charge +1) from the OMol25 dataset. Energies are from ωB97M-V/def2-TZVPD.

The geometry in ORCA input format:
```
! wB97M-V def2-TZVPD RIJCOSX def2/J DEFGRID3
* xyz 1 1
O 2.193 0.664 0.210
N 1.898 -0.378 -0.172
N -0.408 0.179 0.490
C -1.325 0.744 -0.222
C 0.461 -0.839 0.010
H -1.619 0.283 -1.207
H -0.245 0.733 1.251
H -1.889 1.527 0.136
H 0.310 -1.192 -1.020
H 0.625 -1.722 0.523
*
```

**SMILES**: C=[NH+]CN=O
**HOMO level (alpha / beta)**: -14.07 / -14.07 eV
**E_LUMO (alpha / beta)**: -6.20 / -6.20 eV
**Kohn-Sham gap (alpha / beta)**: 7.9 / 7.9 eV

These are the Mulliken partial charges, in e, on atoms 1 to 6: -0.2674, 0.1340, 0.0354, -0.0468, -0.3313, 0.2508

3.
Here is a molecular structure, C2H5N2O from the OMol25 dataset. Energies are from ωB97M-V/def2-TZVPD.

The geometry in ORCA input format:
```
! wB97M-V def2-TZVPD RIJCOSX def2/J DEFGRID3
* xyz 1 1
O -1.788 0.023 0.010
N -0.795 1.031 0.119
N 1.517 0.234 -0.057
C -0.655 -0.919 -0.038
C 0.259 0.229 0.045
H 2.035 -0.540 0.322
H -0.786 -1.549 -1.053
H 1.834 1.172 0.133
H -0.689 -1.598 0.790
H -0.932 1.917 -0.272
*
```

**HOMO level**: -15.37 eV
**E_LUMO**: -4.39 eV
**Kohn-Sham gap**: 11.0 eV

These are the Mulliken partial charges, in e, on atoms 1 to 6: -0.2262, 0.0530, -0.2831, -0.3097, 0.3133, 0.3077

4.
Here is a gas-phase ion, C2H5N2O (charge +1) from the OMol25 dataset. Energies are from ωB97M-V/def2-TZVPD.

The geometry in ORCA input format:
```
! wB97M-V def2-TZVPD RIJCOSX def2/J DEFGRID3
* xyz 1 1
O -0.779 -0.514 -0.570
N -1.899 -0.361 0.365
N 2.574 -0.502 0.090
C 1.456 -0.112 -0.062
C 0.171 0.433 -0.257
H 3.522 -0.299 0.343
H -2.497 -1.254 0.358
H -2.504 0.341 -0.059
H -0.305 0.895 0.785
H 0.262 1.374 -0.994
*
```

**SMILES**: [NH+]#CCON
**HOMO level**: -14.76 eV
**E_LUMO**: -5.90 eV
**Kohn-Sham gap**: 8.9 eV

These are the Mulliken partial charges, in e, on atoms 1 to 6: -0.2298, -0.5318, -0.0603, 0.4082, -0.2163, 0.3501

The relative energies come out as 1 31.2; 2 21.1; 3 0.0; 4 30.0, with values in kcal/mol.

1.
Here is 2 unconnected molecules or ions with the total composition C2H5N2O from the OMol25 dataset. Energies are from ωB97M-V/def2-TZVPD.

The geometry in ORCA input format:
```
! wB97M-V def2-TZVPD RIJCOSX def2/J DEFGRID3
* xyz 1 1
O -1.716 -0.274 -0.580
N 0.498 0.548 -0.296
N 2.755 -0.238 -0.040
C -2.655 0.028 0.141
C 1.552 0.120 -0.189
H -0.462 0.319 -0.740
H -2.499 0.670 1.039
H 2.718 -1.235 0.346
H 3.489 0.421 0.220
H -3.681 -0.359 0.098
*
```

**HOMO level**: -15.40 eV
**E_LUMO**: -3.98 eV
**Kohn-Sham gap**: 11.4 eV

These are the Mulliken partial charges, in e, on atoms 1 to 6: -0.4655, -0.0725, -0.3766, 0.0282, 0.2867, 0.4635

2.
Here is a gas-phase ion, C2H5N2O (charge +1) from the OMol25 dataset. Energies are from ωB97M-V/def2-TZVPD.

The geometry in ORCA input format:
```
! wB97M-V def2-TZVPD RIJCOSX def2/J DEFGRID3
* xyz 1 1
O 3.364 -1.058 -2.068
N 0.343 -0.311 -0.647
N 2.454 -0.380 -1.753
C 1.664 -0.079 -0.649
C -0.438 0.141 0.371
H -0.054 -0.891 -1.327
H 2.016 0.764 0.070
H -1.446 0.211 0.015
H -0.433 -0.516 1.222
H -0.104 1.214 0.667
*
```

**SMILES**: C/[NH+]=C/N=O
**HOMO level (alpha / beta)**: -15.11 / -15.07 eV
**E_LUMO (alpha / beta)**: -6.95 / -6.87 eV
**Kohn-Sham gap (alpha / beta)**: 8.2 / 8.2 eV

These are the Mulliken partial charges, in e, on atoms 1 to 6: -0.1704, -0.0560, 0.2737, 0.2470, -0.8046, 0.2681

The relative energies come out as 1 0.0; 2 58.9, with values in kcal/mol.

1.
Here is 2 unconnected molecules or ions with the total composition C3H10NO3S from the OMol25 dataset. Energies are from ωB97M-V/def2-TZVPD.

The geometry in ORCA input format:
```
! wB97M-V def2-TZVPD RIJCOSX def2/J DEFGRID3
* xyz 1 1
S 0.092 -2.218 1.843
O -0.786 1.084 -1.572
O 1.692 0.120 -2.576
O -2.091 1.536 0.223
N 1.218 0.058 0.175
C -0.195 0.330 0.706
C -1.015 1.058 -0.408
C -0.952 -0.944 1.126
H 2.257 -0.651 -2.695
H 1.526 0.622 -3.368
H -1.345 -1.486 0.277
H 1.842 0.573 0.781
H -0.148 1.010 1.556
H 1.329 -0.955 0.280
H -2.850 1.800 -0.308
H -1.803 -0.570 1.697
H -0.052 -1.751 3.082
H 1.279 0.383 -0.819
*
```

**HOMO level**: -13.76 eV
**E_LUMO**: -3.15 eV
**Kohn-Sham gap**: 10.6 eV

These are the Mulliken partial charges, in e, on atoms 1 to 6: -0.2036, -0.4619, -0.6229, -0.4387, -0.1305, 0.1585

2.
Here is 2 unconnected molecules or ions with the total composition C3H10NO3S from the OMol25 dataset. Energies are from ωB97M-V/def2-TZVPD.

The geometry in ORCA input format:
```
! wB97M-V def2-TZVPD RIJCOSX def2/J DEFGRID3
* xyz 1 1
S 1.958 -0.817 0.061
O -2.355 -1.522 0.095
O -2.867 0.618 0.005
O 2.130 1.442 -1.512
N -0.105 1.262 0.213
C 0.249 -1.206 0.327
C -2.052 -0.233 0.236
C -0.629 -0.037 0.800
H -0.868 1.945 0.332
H -0.085 -1.673 -0.607
H 0.628 1.667 0.803
H 2.287 1.793 -2.404
H -3.270 -1.683 -0.162
H 0.375 1.112 -0.707
H 2.748 0.701 -1.579
H 0.066 -2.030 1.064
H -0.748 0.034 1.884
H 2.539 -1.375 1.152
*
```

**HOMO level**: -13.63 eV
**E_LUMO**: -3.31 eV
**Kohn-Sham gap**: 10.3 eV

These are the Mulliken partial charges, in e, on atoms 1 to 6: -0.2308, -0.4088, -0.5384, -0.6291, -0.2921, -0.9162

The relative energies come out as 1 0.0; 2 8.2, with values in kcal/mol.